No. 1
The ion C2H7N4 with charge +1, computed with wB97M-V/def2-TZVPD.

The geometry in ORCA input format:
```
! RIJCOSX wB97M-V def2-TZVPD def2/J DEFGRID3
* xyz 1 1
N -1.21291 -0.55999 -1.83643
N 1.02150 -0.38570 0.90859
N 0.20160 0.77898 1.07710
N 0.45532 -0.99668 -0.23720
C -0.52307 -0.18927 -0.88170
C -0.63677 1.10903 -0.04474
H -0.19493 2.01365 -0.58792
H 0.56925 1.50402 1.65331
H 2.01012 -0.14778 0.67428
H 0.10992 -1.94014 -0.28815
H -1.17921 -1.44666 -2.30511
H 1.10266 -1.01865 1.74891
H -1.72349 1.27920 0.11906
*
```

Energy relative to the best compared isomer or geometry (same formula, charge and spin), kcal/mol: 101.3
Strongest force on any atom, eV Å⁻¹: 2.54
SMILES: [H]/N=C1/CN[NH2+]N1
LUMO, eV: -3.94

Computed natural (NBO) charges, given in elementary charges:
1 N -0.609
2 N -0.179
3 N -0.462
4 N -0.486
5 C 0.427
6 C -0.304
7 H 0.237
8 H 0.416
9 H 0.422
10 H 0.434
11 H 0.391
12 H 0.444
13 H 0.268

No. 2
A cluster of 11 separate species, C44H72IN11O6PS2 in total, computed with wB97M-V/def2-TZVPD.

The geometry in ORCA input format:
```
! RIJCOSX wB97M-V def2-TZVPD def2/J DEFGRID3
* xyz 1 1
I 5.20723 0.47897 -3.36800
S -4.44731 -2.24745 4.23225
S -0.05356 -4.59045 1.14529
P 2.67745 -4.16718 -0.38676
O -3.69309 -1.63394 5.28661
O -4.38357 -1.39942 2.88972
O -0.11885 1.80965 -2.63692
O 1.45459 2.79082 3.18515
O -2.00026 1.15154 -3.58805
O -5.83283 -2.32959 4.56349
N -11.47103 -3.57680 -0.48379
N 3.76024 -0.89628 -6.65325
N 6.36793 4.55909 4.68273
N 1.30118 2.74653 -4.02581
N 4.98173 8.59645 6.91418
N 0.03088 -1.63444 -3.36208
N -8.45659 0.71682 -0.47697
N 6.93469 -3.39294 -11.02092
N -7.21286 -2.31671 2.82341
N 1.71883 -2.76201 0.27468
N 4.19063 4.10095 0.38899
C 6.82967 9.84757 5.56192
C -1.46435 -1.95505 2.25159
C 1.61833 -5.08072 -1.60128
C -8.40046 -2.35329 0.49463
C 4.83489 5.19446 -1.88863
C 5.37492 -1.79985 -9.66428
C 1.36861 -0.27623 -5.80187
C 4.59300 -1.58245 -3.04161
C 2.16143 0.98504 0.28664
C -1.52268 -2.98437 3.42916
C 1.44744 1.44588 3.57934
C -2.35499 2.37705 -1.62050
C 2.78072 3.28741 2.99362
C 1.58497 -0.39011 0.56209
C 1.78831 1.40829 -1.16043
C 3.51016 -1.38542 -0.76619
C -0.14882 -1.85582 1.49091
C -12.67672 -4.48200 1.64721
C -0.28841 0.67669 1.84523
C 3.26001 -1.59004 -2.26904
C 6.24837 -2.69141 -10.42383
C 0.06454 0.84622 3.34913
C -2.57034 -4.09213 3.16668
C -12.00049 -3.97539 0.45549
C 3.17861 -4.54038 2.37373
C -10.95564 1.27173 0.02659
C -2.35783 -0.97569 -2.54309
C -3.92088 -3.91879 3.92315
C 5.79463 9.14739 6.31745
C 2.24080 -1.53088 0.04660
C -1.01920 -1.34399 -2.99471
C 3.19112 3.90889 -5.40800
C -7.73543 -2.33294 1.79438
C 4.47445 4.58203 -0.61467
C 4.47981 5.94495 5.83726
C 0.31281 1.74577 -1.26492
C -1.47150 1.74741 -2.68320
C 5.53586 5.16831 5.19080
C 3.09735 -5.28924 1.02778
C 0.54549 -2.92116 0.96487
C 0.39105 -0.55136 1.28952
C -9.55734 0.96142 -0.25382
C 2.70398 -0.62344 -6.28646
C 2.13769 3.25919 -4.62967
H 4.49589 -2.05004 -4.01672
H 5.07189 -0.96021 -10.28700
H 6.93868 10.86241 5.93916
H -2.58076 1.58674 -0.89409
H -2.23144 -2.21205 1.51107
H 3.90914 -5.06299 2.99640
H -13.72571 -4.66740 1.42501
H 3.92433 -0.38456 -0.67662
H -1.36511 0.52407 1.74073
H 4.13694 3.38974 -5.25569
H 0.00151 -0.11120 3.87536
H 0.72815 -4.47992 -1.80299
H 4.19603 6.78096 5.20495
H -7.71673 -2.72338 -0.26718
H 4.05851 5.89390 -2.19446
H -2.81169 -1.81191 -2.01272
H -4.70149 -4.34965 3.28874
H -3.29351 2.73255 -2.03609
H 2.78672 -2.54857 -2.49758
H -2.97652 -0.71664 -3.39979
H 2.43937 2.20497 -1.51980
H 4.10581 -5.64109 0.79653
H -1.66179 -2.48859 4.38874
H 5.77739 5.72934 -1.78785
H -12.60623 -3.75170 2.45103
H 3.29382 3.52865 3.92927
H 1.96795 0.54662 -1.80071
H 3.60774 5.31357 6.00569
H -2.78564 -4.26048 2.11267
H -9.27201 -3.00305 0.53383
H -12.21105 -5.41143 1.96882
H 0.72993 -0.01713 -6.64500
H -0.05941 1.58574 1.30117
H 2.17702 -5.31155 -2.50399
H 4.29317 -2.05811 -0.41542
H -2.29992 -0.11541 -1.87910
H 4.94260 4.42333 -2.64930
H 1.64284 1.38222 4.66201
H -11.01786 2.15876 0.65392
H 7.77857 9.32475 5.66500
H -0.66963 1.53194 3.78080
H 5.89891 -1.42223 -8.78910
H 0.13752 2.67407 -0.70923
H 2.22239 -4.58226 2.89815
H -11.42237 0.43497 0.54352
H 1.43068 0.57893 -5.12726
H 3.55509 -3.51901 2.27437
H -8.71580 -1.34503 0.22573
H 0.92950 -1.11590 -5.26674
H -5.31522 -1.31419 2.59511
H 4.48810 -2.33854 -9.33808
H -11.48646 1.45525 -0.90538
H 2.64952 -0.79796 -2.69509
H 1.79578 1.74530 0.97347
H 2.40099 -6.12954 1.04329
H 1.26024 -5.97638 -1.08425
H 3.24634 1.00539 0.37938
H -3.95503 -4.49728 4.84504
H -0.54741 -3.47492 3.47585
H 2.70057 4.15247 2.34116
H -1.87993 3.18531 -1.06296
H -0.24215 0.92834 -0.78690
H 3.34374 2.53971 2.42671
H 2.93861 3.88068 -6.46614
H 6.55666 9.88594 4.50916
H 4.83049 6.32608 6.78876
H -1.77519 -1.00041 2.65852
H -2.13655 -5.02832 3.53417
H 5.38925 -1.99467 -2.42573
H -0.89260 -4.68998 0.09413
H 3.29708 4.94656 -5.09667
H 2.22042 0.83718 3.08467
*
```

Strongest force on any atom, eV Å⁻¹: 4.28
LUMO, eV: -3.29

Atom charges from the Löwdin analysis, given in e for atoms 1 to 99:
1 I 0.753
2 S 0.566
3 S 0.920
4 P 1.024
5 O -0.271
6 O -0.157
7 O -0.089
8 O -0.183
9 O 0.053
10 O -0.351
11 N 0.131
12 N 0.134
13 N 0.119
14 N 0.202
15 N 0.138
16 N 0.172
17 N 0.133
18 N 0.120
19 N 0.143
20 N -0.127
21 N 0.172
22 C -0.059
23 C -0.142
24 C -0.265
25 C -0.060
26 C -0.054
27 C -0.092
28 C -0.067
29 C -0.555
30 C -0.116
31 C -0.199
32 C -0.254
33 C 0.030
34 C -0.102
35 C -0.062
36 C -0.130
37 C -0.186
38 C -0.124
39 C -0.063
40 C -0.123
41 C -0.342
42 C -0.289
43 C -0.113
44 C -0.233
45 C -0.272
46 C -0.148
47 C -0.054
48 C -0.055
49 C -0.204
50 C -0.248
51 C -0.142
52 C -0.214
53 C -0.052
54 C -0.188
55 C -0.239
56 C -0.101
57 C -0.177
58 C -0.538
59 C -0.293
60 C -0.418
61 C -0.484
62 C -0.065
63 C -0.267
64 C -0.274
65 C -0.202
66 H 0.037
67 H 0.079
68 H 0.085
69 H 0.085
70 H 0.121
71 H 0.079
72 H 0.086
73 H 0.079
74 H 0.116
75 H 0.065
76 H 0.122
77 H 0.024
78 H 0.068
79 H 0.089
80 H 0.086
81 H 0.089
82 H 0.105
83 H 0.102
84 H 0.071
85 H 0.103
86 H 0.100
87 H 0.075
88 H 0.101
89 H 0.090
90 H 0.084
91 H 0.080
92 H 0.077
93 H 0.077
94 H 0.085
95 H 0.042
96 H 0.085
97 H 0.090
98 H 0.098
99 H 0.043

| no. | HOMO level (eV) | frontier orbital gap (eV) | molar mass (g mol⁻¹) |
| --- | --- | --- | --- |
| 1 | -14.5 | 10.52 | 87.1 |
| 2 | -11.2 | 7.92 | 1073.1 |